(1)
19
Properties=species:S:1:pos:R:3:forces:R:3:nbo_charge:R:1 method="wB97M-V/def2-TZVPD" lumo_energy_ha="-0.1139 / -0.3292" spin_multiplicity=2 orbital_gap_ev="11.48 / 4.68" charge=+1 de_lowest_kcal_mol=52.7 homo_energy_ev="-14.6 / -13.6"
C 0.3171 0.1524 1.7426 0.01 -0.98 1.89 -0.032
O 0.6840 -0.6553 2.8606 0.12 -0.60 -0.87 -0.677
C 0.0567 -0.6036 0.4085 -0.23 -0.77 0.26 -0.112
C -0.3178 0.5259 -0.5998 -1.24 1.99 -1.20 -0.407
C 0.5511 0.7120 -1.9149 1.98 -3.45 0.28 -0.220
N 0.0302 1.4490 -3.0085 -1.55 1.34 1.34 -0.680
N -1.0833 -1.4796 0.5915 0.94 0.87 -1.86 -0.484
H 1.1786 0.7848 1.6040 -0.14 0.73 -0.27 0.219
H -0.6195 0.6306 2.0329 0.17 0.55 -0.37 0.199
H 0.9633 -1.2037 0.2146 -0.42 0.29 -0.23 0.257
H -1.3204 0.4184 -1.0577 0.19 -0.57 0.53 0.220
H -0.4247 1.5251 -0.1184 0.40 -0.73 0.19 0.238
H 1.6050 0.9022 -1.6113 -0.73 1.04 -0.25 0.232
H 0.7186 -0.3211 -2.2653 -0.28 0.15 -0.17 0.203
H -0.4540 2.2697 -2.6345 0.74 0.53 -0.32 0.366
H -0.7430 1.0412 -3.5350 0.62 -0.81 -0.04 0.384
H 0.4832 -1.6080 2.7872 -0.14 0.76 -0.05 0.486
H -1.0213 -2.4113 0.1811 0.06 -0.07 0.42 0.411
H -1.9107 -0.9984 0.2487 -0.51 -0.26 0.71 0.398



(2)
20
Properties=species:S:1:pos:R:3:forces:R:3:nbo_charge:R:1 method="wB97M-V/def2-TZVPD" lumo_energy_ha=0.0347 orbital_gap_ev=9.82 charge=0 de_lowest_kcal_mol=46.9 homo_energy_ev=-8.9
C -0.9053 -1.7818 1.6110 -0.44 0.68 0.05 -0.604
C -0.7435 -0.3017 1.2066 0.00 -0.58 -0.03 -0.157
C 0.6098 0.2113 1.7443 -0.90 -0.35 -0.41 0.433
O 1.3829 0.7871 1.0347 0.55 0.18 0.17 -0.521
N -0.8380 -0.2161 -0.2381 0.20 0.01 0.02 -0.644
C -0.8671 1.1126 -0.8066 0.52 1.26 -0.03 -0.048
N -0.7176 0.9865 -2.2491 -0.34 -1.11 -0.02 -0.859
H -0.1220 -2.3832 1.1552 0.13 -0.15 0.28 0.215
H -0.9557 -1.8477 2.6991 0.42 -0.30 -0.02 0.209
H -1.8679 -2.1347 1.2461 0.03 -0.01 -0.15 0.227
H -1.5877 0.2274 1.6601 0.20 0.31 0.08 0.209
H 0.8602 -0.0611 2.7844 0.01 0.14 0.18 0.110
H -0.0191 -0.6949 -0.6013 0.00 -0.06 -0.18 0.380
H -0.0302 1.7672 -0.5292 -0.05 -0.19 0.40 0.168
H -1.7641 1.6308 -0.4411 -0.26 -0.21 -0.23 0.150
H -1.4077 0.3262 -2.5715 -0.20 -0.27 -0.21 0.357
H -0.8459 1.8123 -2.8015 0.04 0.64 0.23 0.369
O 1.9599 -0.6823 -1.5831 0.24 -0.14 0.40 -0.936
H 1.5663 0.1807 -1.4614 0.08 0.61 0.29 0.478
H 1.5066 -0.9572 -2.3693 -0.22 -0.47 -0.81 0.466



(3)
20
Properties=species:S:1:pos:R:3:forces:R:3:nbo_charge:R:1 method="wB97M-V/def2-TZVPD" lumo_energy_ha=0.0327 orbital_gap_ev=9.99 charge=0 de_lowest_kcal_mol=21.7 homo_energy_ev=-9.1
C 1.4664 1.9893 0.2302 0.31 0.27 -0.25 -0.413
N 1.0518 0.6560 -0.1276 -0.88 -0.15 -0.24 -0.672
C 1.8495 -0.4156 -0.1143 0.16 0.10 -0.42 0.877
O 1.4869 -1.5432 -0.3863 -0.08 -0.56 0.10 -0.699
O 3.1548 -0.1421 0.1674 0.11 0.20 0.18 -0.717
H 1.0143 2.7084 -0.4709 0.16 -0.15 0.29 0.194
H 1.1643 2.2422 1.2495 -0.01 0.10 0.00 0.183
H 2.5609 2.0728 0.1642 -0.45 0.05 0.01 0.224
H 0.0038 0.4608 -0.3454 1.44 0.29 0.49 0.444
H 3.6505 -0.9692 0.0932 -0.31 0.01 -0.02 0.500
C -1.6864 -1.1517 -1.1864 -0.14 -0.10 -0.02 -0.431
N -1.5922 -0.0280 -0.2647 -0.34 -0.02 1.15 -0.634
C -1.6682 -0.4658 1.1798 -0.25 0.07 -1.51 -0.425
H -2.6036 -1.7364 -1.0477 -0.01 -0.02 -0.03 0.168
H -1.6563 -0.7757 -2.2093 -0.01 -0.05 0.00 0.201
H -0.8237 -1.7970 -1.0309 0.02 -0.02 -0.04 0.236
H -2.3330 0.6433 -0.4535 0.14 -0.16 0.10 0.364
H -0.8783 -1.1972 1.3454 0.04 0.05 0.02 0.216
H -1.5227 0.3863 1.8356 0.00 0.09 0.03 0.202
H -2.6389 -0.9371 1.3716 0.10 0.02 0.18 0.181



(4)
20
Properties=species:S:1:pos:R:3:forces:R:3:nbo_charge:R:1 method="wB97M-V/def2-TZVPD" lumo_energy_ha=-0.1275 orbital_gap_ev=4.30 charge=0 de_lowest_kcal_mol=184.1 homo_energy_ev=-7.8
N 1.6270 -0.1627 -0.4510 -0.56 -0.05 -0.16 -0.690
C 0.5375 0.7672 -0.4987 0.90 1.80 1.09 -0.180
C 0.3827 1.5066 0.7997 -0.84 -0.61 -2.21 0.210
C 0.0040 1.0203 2.1647 -0.09 -0.11 1.78 -0.199
O -1.4018 0.7923 2.5062 0.72 0.37 -1.60 -0.667
C -0.8518 0.1029 -0.9718 0.46 -2.32 -1.08 -0.171
N -0.6362 -0.7752 -2.1990 -1.72 3.30 1.40 -0.830
H 1.9233 -0.3293 0.4983 0.48 -0.31 0.14 0.359
H 1.4149 -1.0688 -0.9124 -0.06 -0.49 0.51 0.464
H 0.7812 1.5108 -1.2720 -0.30 -0.09 0.00 0.223
H 0.5834 2.5800 0.6745 -0.42 -0.30 0.40 0.199
H 0.5192 0.1051 2.4849 0.27 0.17 -0.46 0.214
H 0.2552 1.8170 2.8775 0.26 -0.29 -0.23 0.209
H -1.5996 0.8773 -1.1549 0.21 -0.06 -0.12 0.201
H -1.1623 -0.5293 -0.1368 0.11 0.01 0.17 0.184
H -1.6052 -0.7393 -2.5524 0.98 -0.62 -0.49 0.358
H -0.2197 -1.7067 -1.9490 -0.03 -0.18 0.67 0.452
H -1.7654 0.2618 1.7848 -0.23 -0.13 0.21 0.472
H 0.4861 -3.4708 -0.7548 0.19 0.07 -0.06 0.450
O 0.7276 -2.5591 -0.9379 -0.31 -0.17 0.07 -1.259



(5)
20
Properties=species:S:1:pos:R:3:forces:R:3:nbo_charge:R:1 method="wB97M-V/def2-TZVPD" lumo_energy_ha=0.0283 orbital_gap_ev=10.08 charge=0 de_lowest_kcal_mol=32.6 homo_energy_ev=-9.3
C -0.8233 0.0802 -2.5555 1.22 -0.39 -0.03 -0.423
N -0.6426 1.0248 -1.4640 -0.45 -0.80 -0.65 -0.603
C 0.0271 0.7251 -0.3298 0.75 0.38 1.27 0.678
O -0.0719 1.4398 0.6654 -0.34 0.02 -0.39 -0.667
C 0.9316 -0.5290 -0.2487 -1.08 0.25 -0.02 -0.146
C 2.0830 -0.2891 0.7123 0.54 -0.03 -0.03 -0.626
N 0.0693 -1.6716 0.2076 -0.09 0.85 -0.37 -0.803
H -1.5409 -0.7040 -2.3712 -0.85 0.14 0.03 0.196
H -0.9558 0.5974 -3.4985 -0.40 0.07 -0.01 0.211
H 0.0874 -0.5029 -2.6727 0.20 0.23 -0.11 0.210
H -1.3933 1.6870 -1.3568 0.13 0.27 0.24 0.397
H 1.2878 -0.7728 -1.2399 0.33 -0.07 -0.12 0.185
H 2.0578 0.6486 1.2545 -0.49 0.12 0.01 0.243
H 3.0113 -0.2771 0.1728 0.56 -0.05 -0.36 0.211
H 2.1856 -1.0812 1.4475 -0.17 -0.21 0.04 0.214
H 0.2485 -1.6838 1.1875 0.33 -0.54 0.98 0.370
H -0.8847 -1.3237 0.2911 -0.16 -0.19 -0.54 0.353
O -1.1795 -0.3807 2.5809 0.18 -0.06 0.12 -0.968
H -2.1052 -0.5564 2.7460 -0.23 0.16 0.11 0.468
H -1.0875 0.5572 2.3608 0.01 -0.14 -0.15 0.500



(6)
20
Properties=species:S:1:pos:R:3:forces:R:3:nbo_charge:R:1 method="wB97M-V/def2-TZVPD" lumo_energy_ha=0.0353 orbital_gap_ev=9.80 charge=0 de_lowest_kcal_mol=55.5 homo_energy_ev=-8.8
N 1.4598 1.1909 -1.9083 0.63 -0.53 0.84 -0.887
C 0.2960 1.4559 -1.0895 -0.80 -0.55 -0.85 -0.235
C -0.4958 0.1601 -0.8029 -0.71 -0.09 0.11 -0.219
N -0.8376 0.0895 0.6230 0.08 -0.50 -0.24 -0.633
C -1.7937 -0.9519 0.9286 -0.75 0.35 -0.05 -0.338
C -1.2773 -1.9913 1.8845 0.15 0.40 0.03 0.430
O -0.2511 -1.8442 2.4969 0.01 -0.19 -0.01 -0.524
H 1.3324 0.7179 -2.7826 -0.20 0.11 -0.11 0.373
H 2.2120 1.8493 -1.9182 -0.09 0.45 -0.15 0.378
H -0.4218 2.1166 -1.5747 0.00 0.36 -0.17 0.168
H 0.5364 1.9460 -0.1559 0.42 -0.14 0.19 0.221
H -0.0523 -0.7684 -1.2129 0.65 0.34 0.35 0.166
H -1.4422 0.1738 -1.3653 0.04 0.35 0.24 0.178
H -0.0105 -0.1355 1.1708 0.24 0.37 -0.07 0.399
H -2.7410 -0.5113 1.2944 0.27 -0.19 0.49 0.218
H -2.1794 -1.4714 0.0583 0.27 -0.35 -0.57 0.200
H -1.8653 -2.9157 1.9859 -0.21 -0.06 0.09 0.113
O 2.3230 0.5266 1.0621 0.40 -0.49 -0.16 -0.957
H 2.9191 -0.2268 1.2109 -0.32 0.38 0.09 0.471
H 2.2891 0.5896 0.0949 -0.07 -0.01 -0.07 0.480



(7)
20
Properties=species:S:1:pos:R:3:forces:R:3:nbo_charge:R:1 method="wB97M-V/def2-TZVPD" lumo_energy_ha="0.0288 / 0.0288" orbital_gap_ev="7.28 / 7.28" charge=0 de_lowest_kcal_mol=122.4 homo_energy_ev="-6.5 / -6.5"
C -2.6638 -0.2123 0.2298 0.39 0.46 0.90 0.289
C 1.0736 0.5392 0.7588 -0.51 -0.63 -1.04 0.460
N 0.4245 1.7258 0.7590 -0.16 0.03 0.13 -0.787
O -2.0681 0.3171 1.1726 -0.64 -0.47 -0.83 -0.655
N 0.7038 -0.3716 1.6794 0.10 0.05 0.09 -0.785
H -0.2544 -0.3164 2.0161 0.17 0.05 0.03 0.422
H 0.6020 2.3260 -0.0320 -0.02 -0.09 0.04 0.394
H -0.5564 1.6765 1.0466 0.28 0.10 -0.03 0.423
H 1.0704 -1.2997 1.5242 0.00 0.08 -0.03 0.412
H -3.1750 0.3795 -0.5393 0.12 0.05 0.01 0.132
H -2.8401 -1.2942 0.1924 0.11 0.01 0.02 0.132
C 1.8392 0.1248 -0.3781 0.60 0.42 0.79 -0.211
C -0.6793 -0.5894 -1.5977 1.42 0.20 0.13 -1.028
O 2.6201 -1.0369 -0.1900 -0.11 -0.04 -0.04 -0.721
H 3.4901 -0.7874 0.1410 -0.10 -0.03 -0.02 0.473
H 0.8093 -0.2580 -1.2274 -1.02 -0.20 -0.43 0.291
H 2.3592 0.9258 -0.9035 -0.09 0.01 -0.10 0.180
H -1.1566 -1.0235 -2.4676 0.25 -0.04 -0.22 0.204
H -0.9594 0.4404 -1.4274 -0.33 0.04 0.26 0.184
H -0.6389 -1.2657 -0.7567 -0.46 0.00 0.31 0.189



(8)
20
Properties=species:S:1:pos:R:3:forces:R:3:nbo_charge:R:1 method="wB97M-V/def2-TZVPD" lumo_energy_ha=0.0260 orbital_gap_ev=9.88 charge=0 de_lowest_kcal_mol=158.6 homo_energy_ev=-9.2
C -0.4742 -0.9850 -0.2304 -0.87 1.54 1.22 -0.377
C -0.0359 -1.7350 1.0130 -0.18 -0.26 -0.22 -0.623
C 0.3625 -1.2815 -1.4557 -0.08 0.20 0.11 -0.624
H -1.5419 -1.1028 -0.4330 -0.06 -0.48 -0.09 0.215
H -0.6576 0.1650 0.2425 0.83 -2.97 -1.68 0.280
H 0.3011 -2.3502 -1.6906 -0.03 0.11 0.06 0.213
H -0.1307 -2.8128 0.8519 0.03 0.00 0.16 0.208
H -0.6366 -1.4416 1.8729 -0.02 -0.10 0.04 0.218
H 1.0084 -1.5198 1.2351 0.09 -0.02 -0.01 0.205
H 1.4118 -1.0407 -1.2778 0.01 0.01 -0.03 0.212
H 0.0192 -0.7263 -2.3263 0.04 0.03 -0.04 0.219
C 0.3752 1.2593 -0.0933 -0.45 2.87 0.97 0.675
N 1.5666 1.0187 0.5311 -0.51 -0.38 0.39 -0.860
O -0.8220 1.4601 1.2536 0.85 0.50 -1.13 -0.407
O -2.0390 1.9173 0.6496 0.58 -0.25 0.17 -0.467
N 0.2056 1.8717 -1.1653 -0.09 -0.93 0.16 -0.756
H -2.0339 2.8590 0.8727 0.14 -0.07 -0.08 0.465
H 2.3305 1.5505 0.1399 -0.11 -0.08 -0.09 0.413
H 1.5299 1.0254 1.5404 -0.04 0.02 -0.08 0.404
H -0.7391 1.8688 -1.5304 -0.11 0.25 0.16 0.386



(9)
20
Properties=species:S:1:pos:R:3:forces:R:3:nbo_charge:R:1 method="wB97M-V/def2-TZVPD" lumo_energy_ha=0.0191 orbital_gap_ev=10.26 charge=0 de_lowest_kcal_mol=48.2 homo_energy_ev=-9.7
C 1.6854 -0.4830 -0.5399 4.37 -1.04 2.90 -0.606
C 0.3990 -0.4087 0.1344 -0.73 -1.25 1.75 -0.061
C -0.7131 -0.8807 -0.8225 0.76 -1.36 -1.58 -0.649
N 0.1909 1.0106 0.5109 0.66 -0.07 -6.16 -0.664
C -0.2238 1.8162 -0.6518 0.01 0.10 -1.20 0.787
N -0.9187 2.9626 -0.3432 1.19 -1.39 -0.78 -0.827
O -0.0246 1.5651 -1.8670 0.16 0.21 3.32 -0.661
H 1.9945 -1.4569 -0.9188 -0.11 -0.60 0.85 0.215
H 1.6481 -0.0142 -1.4246 -0.10 2.60 -2.96 0.228
H 2.5660 -0.0149 0.1389 -1.93 -1.17 -1.65 0.198
H 0.4909 -1.0796 1.0983 -0.47 1.61 -1.65 0.194
H -1.5758 -0.2971 -0.5833 -1.00 -0.12 -0.04 0.205
H -0.9169 -1.9967 -0.8562 0.22 1.31 0.59 0.224
H -0.4149 -0.6222 -1.8996 -0.52 -0.31 1.69 0.248
H -0.1518 1.1901 1.3707 -1.59 0.94 3.02 0.379
H -1.1722 3.0805 0.5759 -0.77 0.75 2.11 0.374
H -1.1995 3.6108 -1.0465 0.03 -0.03 -0.31 0.412
O -0.5730 -2.9830 2.1484 -0.43 1.22 -0.76 -0.932
H -0.7699 -2.0407 1.9086 0.17 -1.42 0.38 0.467
H -0.3207 -2.9580 3.0674 0.11 0.02 0.47 0.468



(10)
20
Properties=species:S:1:pos:R:3:forces:R:3:nbo_charge:R:1 method="wB97M-V/def2-TZVPD" lumo_energy_ha=0.0123 orbital_gap_ev=8.30 charge=0 de_lowest_kcal_mol=99.6 homo_energy_ev=-8.0
C -0.5694 -0.1302 0.0345 0.06 0.03 0.01 -0.041
C 0.5039 0.4640 -0.8806 -0.10 -0.13 0.07 -0.426
C -1.9804 -0.0701 -0.5364 0.14 0.01 0.09 -0.628
C 0.7576 -0.3856 -2.1245 -0.02 0.06 0.09 -0.605
N -0.5094 0.5887 1.3534 0.82 -0.33 0.38 -0.736
H -0.3046 -1.1627 0.2750 0.01 0.04 -0.02 0.219
H -0.5793 1.5965 1.2196 0.00 -0.04 0.00 0.405
H -1.2662 0.2943 1.9673 0.11 -0.01 0.00 0.411
H 1.4251 0.5527 -0.3008 -0.01 0.01 -0.03 0.252
H 0.1975 1.4744 -1.1754 0.01 0.00 0.03 0.193
H -2.7105 -0.4921 0.1575 0.01 0.01 -0.01 0.214
H -2.0363 -0.6447 -1.4591 0.01 0.00 0.00 0.234
H -2.2674 0.9595 -0.7637 0.01 0.00 0.01 0.209
H 1.0574 -1.3974 -1.8462 -0.01 0.01 0.00 0.214
H 1.5649 0.0482 -2.7141 -0.02 -0.02 0.00 0.225
H -0.1220 -0.4529 -2.7663 0.01 0.00 0.01 0.200
N 1.7036 -0.7044 2.5597 0.69 -0.60 0.37 0.217
O 2.0394 0.4653 2.1025 -0.80 -0.72 0.24 -0.616
O 2.5756 -1.3989 3.0451 -0.37 0.69 -0.39 -0.419
H 0.5204 0.3953 1.8524 -0.53 0.97 -0.85 0.479